[1]
Computed, not measured: an isolated molecule of C3H3NO at a distorted geometry, with ωB97M-V/def2-TZVPD.

Last column: natural (NBO) charge in e.
CARTESIAN COORDINATES (ANGSTROEM)
1 C 0.92391 -0.44533 0.09470  -0.08
2 C 2.14285 0.03919 -0.00523  -0.11
3 N -0.78721 1.20383 -0.11029  -0.81
4 H -1.94118 1.23082 0.25922  0.41
5 C -0.42004 -0.15659 -0.06203  0.53
6 O -1.41777 -1.01377 0.00863  -0.58
7 H -0.26146 1.95313 0.43851  0.40
8 H 3.17493 -0.12425 -0.15940  0.23

Atomic forces in eV per Å
9.0 3.4 -1.0
-7.2 -3.8 0.6
-3.6 0.7 2.4
4.5 -0.2 -1.7
-7.6 -1.5 1.7
4.7 3.0 -0.8
-0.5 -1.8 -1.2
0.7 0.3 0.1

SMILES = C#CC(N)=O
Frontier orbital gap = 0.3584 Ha
Highest occupied orbital energy = -10.13 eV
Energy above the lowest of the compared OMol25 structures with the same formula, charge and spin = 309.5 kJ/mol
Charge = 0
Lowest unoccupied orbital energy = -0.4 eV
2S+1 = 1

=====

[2]
Computed, not measured: a 2-piece molecular cluster, C31H32N2O6 overall at a distorted geometry, with ωB97M-V/def2-TZVPD.

Last column: Löwdin charge in e.
CARTESIAN COORDINATES (ANGSTROEM)
1 C 3.16349 0.23358 -4.17759  -0.03
2 H 0.64619 -0.60748 6.92228  0.07
3 C 4.60256 0.43465 2.36103  -0.21
4 H 4.60844 1.23989 1.62039  0.10
5 C -1.26758 2.67768 0.15367  -0.09
6 H -2.12738 5.64341 3.16356  0.08
7 C 0.85270 2.28098 -1.98854  -0.01
8 N -1.91473 4.26877 1.63419  -0.02
9 H -2.21509 1.13281 -0.97848  0.14
10 H -0.31436 -3.20063 1.36663  0.09
11 H 4.80244 0.12178 4.46794  0.08
12 H 1.47668 0.57080 5.88322  0.08
13 H -3.96336 4.71010 -0.16984  0.10
14 H -3.69663 3.11725 -0.93457  0.09
15 C 0.54457 -1.11747 2.54296  -0.45
16 C 1.20710 -0.48423 5.99414  -0.08
17 H -4.45791 3.22449 0.67057  0.11
18 C 2.03687 3.14501 2.02438  -0.03
19 C 1.97982 -3.03971 -1.76892  -0.02
20 C 1.35076 -1.01624 1.31657  -0.04
21 O 3.03227 0.33523 0.25245  0.00
22 H 4.02293 1.64768 4.01229  0.07
23 C 0.33753 -3.15996 0.50044  -0.01
24 O -0.57084 -1.63907 2.61373  0.02
25 C 4.82006 0.94701 3.74986  -0.08
26 H 2.57873 -3.00406 -2.67710  0.11
27 C 1.90505 1.92105 -2.81312  -0.01
28 H 3.36634 0.93706 -4.99744  0.09
29 N 1.01413 -5.16916 -2.51868  -0.35
30 H 0.25734 -2.05689 4.87566  0.13
31 H 3.09327 2.87691 2.01229  0.10
32 O 1.10080 -0.59499 3.65050  -0.02
33 H -3.12224 6.00598 1.72377  0.10
34 C -0.19421 0.13194 -2.40804  0.02
35 H -0.17004 5.25092 3.61330  0.10
36 C 2.00073 -2.00859 -0.85763  -0.04
37 H 4.05953 0.22006 -3.53677  0.10
38 H 1.52443 1.86072 0.34341  0.09
39 O 0.23290 -6.11960 -2.27582  0.01
40 C 0.85364 -0.20784 -3.24370  -0.02
41 H 5.77511 1.46942 3.82602  0.08
42 H -3.59607 4.69586 2.83192  0.11
43 H -0.61319 -0.48922 4.82771  0.12
44 C 1.95270 0.65154 -3.40179  -0.24
45 C -1.28307 1.68175 -0.82482  0.12
46 O 3.28086 -0.18738 2.41552  -0.01
47 H 2.12666 -1.07590 6.06472  0.08
48 C -2.34158 3.51767 0.58889  -0.16
49 C 2.60642 -0.24700 1.26201  -0.45
50 H 5.31849 -0.34877 2.07852  0.13
51 H 2.24695 4.47925 3.71458  0.11
52 H 2.65050 -1.15821 -1.03575  0.09
53 H -0.25138 -5.10600 -0.19755  0.11
54 C -0.13484 3.02493 1.00142  -0.10
55 H 2.73557 2.61158 -2.97709  0.13
56 C 0.37588 -0.96450 4.84272  -0.23
57 C -2.74009 5.20755 2.37374  0.01
58 H 3.03630 -0.77466 -4.58988  0.08
59 O 1.64848 -5.06409 -3.59363  0.01
60 C 1.56703 4.08250 2.96126  -0.06
61 C 0.36335 -4.22684 -0.36939  0.00
62 C 1.16408 -4.16652 -1.52797  -0.19
63 C 1.19463 -2.01573 0.33042  -0.14
64 H -1.02354 -0.56022 -2.23902  0.13
65 C 0.23367 4.51842 2.91931  -0.01
66 C -0.20101 1.36622 -1.70054  -0.19
67 C 1.17978 2.59345 1.06474  0.00
68 H 0.82510 3.27819 -1.54645  0.13
69 C -3.68761 3.65924 0.01582  0.00
70 H 0.86531 -1.17952 -3.74482  0.12
71 C -0.57856 3.99004 1.92891  -0.15

Atomic forces in eV per Å
0.2 -0.2 -0.2
0.1 0.0 0.1
-0.8 -0.3 0.0
0.0 -0.3 0.0
0.0 0.3 0.1
-0.2 0.0 -0.2
0.1 0.0 0.1
-0.7 -0.4 -0.8
0.1 0.1 -0.1
0.2 0.0 -0.3
0.0 0.2 0.0
-0.1 -0.1 0.0
0.2 -0.4 0.0
-0.2 0.2 0.2
-0.2 -0.3 -0.9
0.3 0.0 0.4
0.2 0.1 -0.1
-0.4 0.1 -0.1
-0.4 -0.5 0.3
0.2 0.4 1.2
-0.1 -0.5 0.7
0.1 -0.1 0.0
0.2 0.0 0.0
0.6 0.5 -0.1
0.2 0.1 0.5
-0.1 0.0 0.2
-0.3 0.2 0.4
-0.1 -0.2 0.2
-0.2 -1.4 -1.0
-0.1 0.4 -0.1
-0.3 -0.1 0.1
-0.4 -0.2 0.6
0.2 -0.2 0.1
-0.2 0.2 0.3
0.3 -0.1 0.0
-0.1 -0.2 0.0
-0.3 0.1 -0.1
0.3 0.1 0.3
1.2 1.3 -0.6
0.1 -0.1 0.0
0.0 0.0 0.0
0.2 0.1 -0.1
0.2 -0.2 0.0
-0.3 -0.1 0.1
-0.1 0.6 -0.4
1.0 0.2 -0.2
-0.1 0.2 0.0
0.9 -0.3 1.1
-0.6 0.5 -0.7
-0.1 0.3 0.0
-0.2 -0.1 -0.2
-0.2 -0.3 0.0
0.1 0.2 -0.1
0.2 0.8 0.5
-0.3 -0.1 0.1
0.1 0.3 -0.2
-0.2 0.1 0.0
0.0 0.3 0.0
-0.9 -0.2 1.4
-0.4 0.0 -0.3
0.2 0.4 -0.4
-0.1 0.8 0.3
-0.1 -0.9 -1.1
0.3 0.1 -0.1
0.3 -0.1 0.1
0.4 -0.4 -0.4
0.3 0.1 0.1
0.0 -0.3 -0.1
-0.5 -0.1 -0.3
-0.1 0.3 0.2
0.4 -0.6 -0.4

Frontier orbital gap = 0.1339 Ha
Highest occupied orbital energy = -6.11 eV
Energy above the lowest of the compared OMol25 structures with the same formula, charge and spin = 317.6 kJ/mol
Charge = 0
Lowest unoccupied orbital energy = -2.5 eV
2S+1 = 1